Entry 1:
Density functional theory data (wB97M-V/def2-TZVPD) for the molecule C14H15N3O3.

Each line ends with the Löwdin charge.
Element x y z (Å)
N  0.56  -0.14  -1.55  0.102
N  -0.51  -0.81  -1.15  0.103
O  -2.27  1.51  4.73  -0.035
O  -2.86  0.91  -0.39  -0.096
O  0.44  -1.10  3.51  -0.120
C  2.81  -1.39  -4.76  -0.107
C  3.00  -0.15  -4.21  -0.098
C  1.75  -2.11  -4.42  -0.077
C  2.28  0.31  -3.16  -0.037
C  0.92  -1.64  -3.37  0.007
C  -0.20  -1.09  1.25  0.078
C  -2.07  0.78  1.90  0.061
C  1.18  -0.43  -2.74  -0.295
C  -0.89  -0.45  0.18  -0.193
C  -1.90  0.50  0.50  -0.233
C  -0.39  -0.60  2.58  -0.283
C  -1.41  0.23  3.02  -0.164
N  -1.71  0.36  4.39  -0.069
C  -2.92  2.36  -0.66  -0.042
C  1.74  -0.44  3.66  -0.029
H  -3.17  1.40  4.31  0.128
H  3.56  -1.76  -5.43  0.109
H  3.88  0.50  -4.45  0.126
H  1.47  -2.92  -4.98  0.080
H  2.54  1.24  -2.68  0.109
H  0.08  -2.27  -3.01  0.116
H  0.58  -1.79  1.01  0.117
H  -2.85  1.39  2.24  0.091
H  -1.01  0.03  5.05  0.146
H  -2.43  2.63  -1.67  0.107
H  -3.96  2.67  -0.77  0.079
H  -2.39  2.99  0.02  0.066
H  2.64  -1.02  3.26  0.113
H  1.74  0.46  3.12  0.069
H  1.76  -0.14  4.67  0.070

SMILES string ... COc1cc(NO)c(OC)cc1/N=N/c1ccccc1
HOMO level ... -7.68 eV
Net charge ... 0

=====

Entry 2:
Density functional theory data (wB97M-V/def2-TZVPD) for the molecule C3H3ClO2.

Each line ends with the Löwdin charge.
Element x y z (Å)
C  -0.19  -0.79  -0.08  -0.371
C  -1.41  0.24  0.36  -0.814
C  1.12  0.12  -0.11  -0.016
O  -0.09  -1.95  -0.30  0.120
O  -1.58  0.78  1.40  0.075
Cl  -2.34  0.56  -1.01  0.776
H  2.02  -0.41  -0.38  0.069
H  1.32  0.47  0.90  0.082
H  1.15  0.98  -0.78  0.078

SMILES string ... CC(=O)C(=O)Cl
HOMO level ... -10.04 eV
Net charge ... 0

=====

Entry 3:
Density functional theory data (wB97M-V/def2-TZVPD) for a cluster of 2 separate species, C3H9S2 in total.

Each line ends with the Löwdin charge.
Element x y z (Å)
C  -2.25  -0.68  -0.47  -0.740
S  -1.88  0.37  0.96  0.082
H  -1.30  -1.07  -0.84  -0.038
H  -2.83  -1.56  -0.19  -0.024
H  -2.79  -0.25  -1.32  -0.011
C  1.11  1.04  -1.00  -0.462
S  2.39  0.39  0.09  0.665
C  1.37  -0.36  1.39  -0.480
H  0.42  1.66  -0.43  -0.004
H  0.49  0.24  -1.41  0.010
H  1.59  1.66  -1.75  0.012
H  1.05  0.48  1.99  0.006
H  0.50  -0.94  1.13  -0.020
H  2.12  -0.99  1.86  0.004

HOMO level ... -2.32 eV
Net charge ... -1

=====

Entry 4:
Density functional theory data (wB97M-V/def2-TZVPD) for a cluster of 25 separate species, H50O25 in total.

Each line ends with the Löwdin charge.
Element x y z (Å)
O  -0.62  -0.16  -4.58  -0.125
H  0.07  0.47  -4.19  0.022
H  -0.83  0.19  -5.50  0.089
O  0.04  -2.32  -2.99  -0.067
H  -0.42  -2.91  -2.40  0.003
H  -0.56  -1.94  -3.70  0.048
O  -0.24  -2.71  2.26  -0.051
H  -0.05  -2.95  1.35  0.006
H  -1.14  -2.35  2.23  -0.005
O  1.61  -1.21  3.79  -0.088
H  1.09  -0.85  4.50  0.019
H  0.94  -1.74  3.24  0.021
O  0.76  4.16  -0.87  -0.095
H  1.50  3.60  -1.23  0.019
H  1.13  4.73  -0.18  0.006
O  -1.75  -3.13  -0.41  -0.083
H  -1.58  -2.18  -0.11  0.050
H  -2.71  -3.15  -0.61  0.036
O  2.70  4.46  3.32  -0.027
H  2.17  3.78  2.91  0.042
H  2.16  4.85  3.99  0.040
O  -2.24  -0.57  5.06  -0.107
H  -3.06  -0.35  5.59  0.082
H  -1.92  0.34  4.73  0.066
O  3.19  1.66  0.88  -0.034
H  2.98  0.74  1.20  0.046
H  3.79  2.05  1.46  0.023
O  3.00  2.59  -1.58  -0.068
H  3.82  2.54  -2.12  0.082
H  3.15  2.16  -0.73  -0.020
O  -4.99  -0.41  -0.41  -0.055
H  -4.13  0.01  -0.20  0.026
H  -5.67  0.17  -0.06  0.059
O  2.79  -1.03  0.95  -0.047
H  2.77  -1.40  1.84  0.052
H  3.24  -1.63  0.36  0.008
O  -4.46  -2.98  -1.34  -0.068
H  -4.70  -2.15  -0.88  0.004
H  -4.11  -2.66  -2.17  0.000
O  1.57  1.32  -4.18  -0.073
H  1.46  1.92  -3.41  0.040
H  2.30  0.76  -3.87  0.017
O  2.18  5.99  0.88  -0.031
H  2.90  6.49  0.49  0.057
H  2.50  5.71  1.72  -0.012
O  -2.76  -1.79  2.68  -0.062
H  -3.38  -2.56  2.71  0.106
H  -2.66  -1.45  3.58  0.007
O  -3.19  -1.09  -2.99  -0.059
H  -3.67  -0.30  -2.73  0.043
H  -2.33  -0.80  -3.39  0.024
O  -0.27  1.47  -1.75  -0.045
H  -0.16  1.16  -0.84  0.011
H  -0.32  2.43  -1.71  0.019
O  -0.68  1.13  3.52  -0.025
H  -0.75  1.97  2.99  0.049
H  -0.37  0.51  2.95  -0.043
O  0.05  -0.79  -0.33  -0.061
H  0.78  -0.79  0.28  0.031
H  0.25  -1.01  -1.27  0.069
O  2.99  -1.08  -3.55  -0.032
H  2.67  -1.63  -2.81  0.020
H  3.07  -1.59  -4.33  0.034
O  -2.35  0.31  0.77  -0.073
H  -1.70  0.02  0.09  0.019
H  -2.37  -0.44  1.42  0.021
O  -0.98  3.06  1.44  -0.079
H  -0.39  3.30  0.67  0.039
H  -1.73  2.53  1.14  0.029
O  2.97  -2.74  -0.97  -0.054
H  2.18  -3.31  -1.08  0.047
H  3.51  -3.04  -1.71  0.065
O  0.59  -4.38  -0.20  -0.053
H  -0.37  -4.18  -0.21  -0.002
H  0.75  -4.83  0.63  0.050

HOMO level ... -10.84 eV
Net charge ... 0

=====

| no. | E_LUMO (eV) | orbital gap (eV) |
| --- | --- | --- |
| 1 | -0.404 | 7.280 |
| 2 | 0.258 | 10.296 |
| 3 | 3.350 | 5.675 |
| 4 | 0.127 | 10.971 |